H62O31 | ωB97M-V with the def2-TZVPD basis set

Calculated values
E_LUMO	-1.47	eV
energy above the lowest of the compared OMol25 structures with the same formula, charge and spin	58.65	kcal per mole
HOMO level	-0.359	hartree
frontier orbital gap	8.31	eV

Element x y z (Å)
1 O -0.268026 4.663856 3.935424
2 H -0.969906 4.218496 4.410034
3 H -0.209926 4.198706 3.100864
4 O -6.053666 -1.309424 -0.517296
5 H -5.413496 -0.627924 -0.722156
6 H -6.850206 -0.829874 -0.289746
7 O 0.354774 2.508566 -2.053426
8 H 1.010494 1.904756 -2.402246
9 H -0.005186 2.057086 -1.290006
10 O 2.638584 3.708716 1.964044
11 H 3.026914 3.101836 1.333864
12 H 1.902924 3.225656 2.340444
13 O 0.005254 2.401566 2.356944
14 H -0.001336 2.071746 1.458394
15 H -0.843326 2.140456 2.714674
16 O 2.139684 0.757376 -2.974926
17 H 2.978024 1.106996 -3.276906
18 H 2.015374 -0.042654 -3.485546
19 O 1.861544 -0.878724 1.520534
20 H 2.536694 -0.200714 1.493924
21 H 2.143874 -1.524114 0.872464
22 O -0.817756 -0.602214 5.235084
23 H -1.559466 -1.040094 4.817524
24 H -1.209906 -0.082444 5.936724
25 O 0.657684 -4.270404 2.967324
26 H 0.190924 -3.436254 2.916674
27 H 1.058754 -4.373764 2.104374
28 O -3.661546 -0.066594 -4.808856
29 H -3.692426 -0.714944 -4.105356
30 H -2.730076 0.124956 -4.917966
31 O 2.186104 -2.024794 -3.667526
32 H 2.651844 -1.947594 -4.500206
33 H 2.708114 -2.643804 -3.157076
34 O -0.873676 4.290986 -0.288466
35 H -0.205996 4.722056 0.245034
36 H -0.377196 3.764336 -0.914876
37 O -3.187846 -1.046684 1.790144
38 H -3.048356 -0.811764 0.872764
39 H -2.381566 -1.493004 2.048864
40 O -0.619046 -2.062404 2.000174
41 H -0.881116 -2.455344 1.167624
42 H 0.229564 -1.658604 1.818394
43 O 0.591124 4.955196 -3.338696
44 H 1.058494 4.439796 -3.996086
45 H 0.413634 4.336396 -2.630306
46 O -2.731116 1.517056 2.830704
47 H -3.048986 0.623766 2.699504
48 H -3.291526 1.872296 3.520624
49 O 1.741124 -0.702664 4.330744
50 H 0.835124 -0.700414 4.639604
51 H 1.669584 -0.667564 3.376864
52 O 3.707144 2.679796 -0.379296
53 H 4.481894 2.350316 -0.834746
54 H 3.331494 3.323696 -0.979726
55 O -1.154946 -2.879214 -0.547356
56 H -0.836166 -2.436654 -1.333956
57 H -1.009786 -3.809484 -0.719876
58 O 1.909444 -4.853724 0.543374
59 H 2.192514 -4.100984 0.024264
60 H 2.614994 -5.492884 0.443814
61 O 3.757114 -0.361794 -0.935766
62 H 3.122234 0.040006 -1.528826
63 H 4.139904 0.374796 -0.459176
64 O 4.676924 -1.786354 1.634034
65 H 4.387254 -1.853494 2.543874
66 H 5.457234 -1.233184 1.670804
67 O 4.193084 -1.799654 4.273934
68 H 3.291294 -1.480374 4.306804
69 H 4.266224 -2.389754 5.024044
70 O -0.755226 0.396906 -4.398576
71 H -0.633316 1.304216 -4.118996
72 H 0.089334 0.145426 -4.772356
73 O -3.783566 -2.467364 -3.446556
74 H -3.061456 -3.056704 -3.228676
75 H -4.568086 -3.010344 -3.369506
76 O -3.068206 2.992746 0.486854
77 H -2.211556 3.352976 0.257474
78 H -2.950686 2.636266 1.367394
79 O -4.472146 1.087336 -1.047136
80 H -4.154636 1.680906 -0.366626
81 H -4.872656 1.662236 -1.699286
82 O -2.192766 -0.313224 -1.428516
83 H -2.564386 -1.033044 -1.938406
84 H -2.888186 0.343846 -1.398756
85 O 2.142134 -2.456424 -0.868456
86 H 1.546224 -2.028654 -1.483376
87 H 3.000364 -2.081114 -1.065506
88 O -0.381886 -1.796194 -2.955076
89 H -0.840886 -1.026904 -3.292336
90 H 0.416234 -1.849104 -3.480856
91 O 0.065204 0.627236 0.026034
92 H 0.589804 -0.074474 0.411564
93 H -0.651036 0.174506 -0.419236

Forces on atoms 1 to 2 (eV/Å):
O 0.0 0.6 0.4
H -0.1 -0.1 0.1

These are the Mulliken partial charges, in e, on atoms 1 to 2: number 1, O, carries -0.637; number 2, H, carries 0.278

---

C2H2N6 | ωB97M-V with the def2-TZVPD basis set

Calculated values
E_LUMO	-1.22	eV
energy above the lowest of the compared OMol25 structures with the same formula, charge and spin	46.29	kcal per mole
HOMO level	-0.354	hartree
SMILES	[H]/N=c1\ncnnnn1
frontier orbital gap	8.40	eV

Element x y z (Å)
1 H 2.449963 0.369702 1.023626
2 N 1.858316 -0.423209 0.715287
3 C 0.969552 -0.293580 -0.114816
4 N 0.450429 0.950227 -0.574941
5 C -0.791428 1.137252 -0.318402
6 N -1.596563 0.249711 0.529033
7 N -1.487451 -0.998287 0.607765
8 N -0.796749 -1.604549 -0.464815
9 N 0.345572 -1.374470 -0.769749
10 H -1.401640 1.987207 -0.632986

Forces on atoms 1 to 2 (eV/Å):
H -1.3 -0.3 -0.3
N 2.5 -0.8 1.2

These are the Mulliken partial charges, in e, on atoms 1 to 2: number 1, H, carries 0.282; number 2, N, carries -0.545

---

C3H11NO3 | ωB97M-V with the def2-TZVPD basis set

Calculated values
E_LUMO	0.28	eV
energy above the lowest of the compared OMol25 structures with the same formula, charge and spin	41.73	kcal per mole
HOMO level	-0.350	hartree
SMILES	CN(C)C=O.O.O
frontier orbital gap	9.80	eV

Element x y z (Å)
1 C -1.039412 1.088954 -0.188998
2 N 0.190245 0.866597 0.591540
3 C 1.388356 1.263881 -0.112771
4 C 0.125360 0.337251 1.828265
5 O -0.915282 0.004743 2.348392
6 H -1.897437 0.911170 0.446464
7 H -0.856054 0.452322 -1.046586
8 H -0.992120 2.089823 -0.608430
9 H 1.599842 2.330324 -0.018910
10 H 1.526610 0.675716 -1.013820
11 H 2.264585 0.956666 0.489425
12 H 1.131254 0.191016 2.248966
13 O -2.289832 -2.250190 -0.519745
14 H -2.110998 -1.365882 -0.206386
15 H -1.549482 -2.801541 -0.737405
16 O 1.467801 -1.328751 -1.287659
17 H 0.853991 -1.887880 -1.777748
18 H 1.102581 -1.534219 -0.434600

Forces on atoms 1 to 2 (eV/Å):
C 1.7 0.0 0.2
N -0.5 0.7 -0.6

These are the Mulliken partial charges, in e, on atoms 1 to 2: number 1, C, carries -1.107; number 2, N, carries 0.112

---

- energy above the lowest of the compared OMol25 structures with the same formula, charge and spin of number 2 (C2H2N6)?
  46.29 kcal per mole

---

- Which of these has the highest E_LUMO?
  C3H11NO3

---

- What is the energy above the lowest of the compared OMol25 structures with the same formula, charge and spin in the first record?
  58.65 kcal per mole

---

- What is the HOMO level in the second record?
  -0.354 hartree